No. 1
Density functional theory data (wB97M-V/def2-TZVPD) for a molecular structure, C16H9Cl6MgO4 in a non-equilibrium geometry.

Results
- largest force on an atom (Eh/bohr) = 0.09523
- total charge = -1
- E (hartree) = -3877.49506
- E_LUMO (eV) = 2.5

Geometry as XYZ:
```
36
Properties=species:S:1:pos:R:3:forces:R:3
Mg 12.813068 8.202249 6.920391 -0.5879 0.5027 -0.1509
Cl 10.106442 7.126812 4.831603 0.8100 -0.2834 0.4718
C 9.848702 8.341360 6.041217 -3.9341 2.6756 1.1592
C 10.728556 9.307595 6.514923 1.8541 -2.1637 -1.1417
C 10.373388 10.561890 6.883548 -2.9770 -0.0859 0.8659
Cl 11.549723 11.685188 7.481113 0.1618 0.3749 0.0015
C 8.963391 10.902033 6.973121 0.7917 -0.5189 -0.9710
Cl 8.394545 12.569749 7.010862 0.4695 -0.5228 0.3047
C 8.003915 9.876784 6.768472 1.3113 0.1718 0.1698
Cl 6.321668 10.284486 7.027842 0.4415 -0.4997 -0.2100
C 8.429594 8.583336 6.352916 1.6748 0.7569 -0.2105
Cl 7.241504 7.365467 6.167178 -0.3255 -0.4129 -0.1386
C 15.718876 10.145008 9.245519 2.0756 0.9817 1.9647
C 14.808085 9.946712 8.086766 -0.3017 -0.6315 0.9070
O 13.762507 9.284188 8.280161 0.9796 0.5810 -0.2163
C 15.323451 10.451381 6.849231 -2.2607 -0.5485 -2.5424
C 16.232660 11.503747 6.768411 0.1881 -0.9022 0.6377
C 16.840208 11.811867 5.604217 1.1642 0.8740 -1.0412
C 16.408096 11.291883 4.393830 -0.6406 -1.9123 -0.3793
C 15.352458 10.376407 4.345924 0.9127 0.3672 -0.5426
C 14.759273 9.914211 5.551965 -0.3502 0.1877 1.2276
O 13.782646 9.080223 5.502303 1.0765 0.3595 -0.0899
H 15.289876 10.158316 10.257754 -0.7824 0.4107 -0.5612
H 16.367621 11.087917 9.128925 -0.9798 -1.7096 0.3988
H 16.414788 9.286798 9.444678 -0.3614 0.5023 -1.1044
H 16.540986 12.021565 7.648871 0.2700 0.1345 0.3794
H 17.785865 12.341352 5.594397 -0.3109 0.6051 0.1644
H 17.018966 11.444298 3.506257 -0.3383 0.2872 -0.0090
H 15.042701 9.908759 3.386503 0.0899 0.4558 0.8835
Cl 14.199924 3.886219 5.742197 -0.3797 0.1854 1.0448
C 13.601487 4.317880 7.431060 0.4498 -0.1939 0.5411
C 13.391493 5.852163 7.507528 -0.8704 0.4153 -0.8090
O 14.434398 6.512912 7.348357 -0.6947 0.1280 0.1889
O 12.206755 6.397709 7.593961 1.7842 -1.2404 -0.0811
H 14.424616 4.094700 8.155766 -0.5853 0.0464 -0.8403
H 12.750502 3.656594 7.654221 0.1752 0.6220 -0.2712
```
Positions in Å, forces in eV/Å.

Mulliken atomic charge list, values in e, 4 entries: number 1, Mg, carries 1.26; number 2, Cl, carries -0.22; number 3, C, carries 0.17; number 4, C, carries -0.57



No. 2
Density functional theory data (wB97M-V/def2-TZVPD) for a molecular structure, C16H9Co2NO8 in a non-equilibrium geometry.

Results
- largest force on an atom (Eh/bohr) = 0.08637
- total charge = -2
- E (hartree) = -4037.02852
- E_LUMO (eV) = 4.5

Geometry as XYZ:
```
36
Properties=species:S:1:pos:R:3:forces:R:3
C 0.856648 -1.201469 -1.953345 1.3770 -2.0949 -1.2282
N 0.751570 -1.691415 -3.246018 0.0699 -0.1952 1.9837
O -0.128073 -2.607192 -3.452503 0.3996 0.6453 -0.3887
O 1.448748 -1.231845 -4.217471 -0.5122 -0.0336 0.6985
H 1.754803 -0.613969 -1.712456 -0.5846 -0.3032 -0.4891
H 0.455734 -1.881252 -1.180113 0.1468 0.6915 -0.9209
O 1.886596 -1.145268 0.708833 -1.3589 0.0675 1.9055
C 1.164325 -0.973223 1.600991 2.9517 -1.3790 -3.0187
Co 0.325371 -0.221535 2.933490 1.3715 -2.6893 2.4499
C 0.238027 -1.753233 4.011907 0.5431 -0.1341 0.6026
O 0.407316 -2.758621 4.555418 -0.3099 1.3167 -0.7352
C 1.727144 0.707158 3.494707 0.4407 0.6595 0.6211
O 2.705251 1.306112 3.657453 -0.9536 -0.5920 -0.1778
C -1.247944 0.484140 2.340134 -2.5264 0.7499 -1.5385
C -0.231904 0.831086 1.473916 -3.1145 2.5100 -0.0524
C 0.235683 1.753143 0.586720 0.5633 0.9659 0.6865
C 0.318769 1.816839 -0.844866 -0.5773 0.4107 -1.3047
C 1.179792 2.798080 -1.422115 0.2670 -0.3031 0.0589
C 1.541641 2.763220 -2.766113 0.0246 -0.0849 0.7576
C 0.955930 1.821777 -3.609309 -0.5368 -0.1442 -0.0831
C -0.060375 1.007948 -3.135790 -0.5475 0.6562 0.2321
C -0.309106 0.926854 -1.750212 -0.4079 0.4477 -0.0703
Co -2.233895 -1.256883 2.119398 1.4458 -0.5560 1.0495
C -3.806662 -0.829929 1.480629 0.3024 1.1328 0.3559
O -4.845402 -0.551133 1.044542 0.4534 -0.5097 0.1350
C -2.443585 -2.304544 3.511524 -1.3895 -0.3950 1.3917
O -2.686353 -3.001894 4.405887 0.2990 0.1586 -0.5066
C -1.448380 -2.286741 0.942523 1.3387 -1.1241 -2.5599
O -0.920352 -2.964320 0.159556 -0.9830 0.6265 1.4007
H -1.889315 1.184028 2.915316 0.3384 0.1144 -1.2659
H 0.641581 2.673065 1.051135 1.3303 -0.9582 0.0526
H 1.666946 3.510750 -0.752060 -0.0957 -0.1578 -0.1376
H 2.318431 3.422598 -3.145299 -0.1027 0.0103 0.1009
H 1.324434 1.661436 -4.612301 -0.1758 0.2247 -0.1810
H -0.657460 0.425262 -3.845705 0.5559 -0.1779 0.4608
H -0.995935 0.180967 -1.348401 -0.0430 0.4440 -0.2848
```
Positions in Å, forces in eV/Å.

Mulliken atomic charge list, values in e, 4 entries: number 1, C, carries -0.82; number 2, N, carries 0.97; number 3, O, carries -0.79; number 4, O, carries -0.73



No. 3
Density functional theory data (wB97M-V/def2-TZVPD) for a molecular structure, C17H10Co2O7S in a non-equilibrium geometry.

Results
- largest force on an atom (Eh/bohr) = 0.09989
- total charge = -2
- E (hartree) = -4344.18165
- E_LUMO (eV) = 4.9

Geometry as XYZ:
```
37
Properties=species:S:1:pos:R:3:forces:R:3
C -1.572693 -2.426577 1.886739 -0.3358 -0.4579 0.2393
C -1.434816 -1.005590 1.378197 -0.6156 1.8785 -0.6378
S 0.105943 -0.283139 1.239786 0.6121 -0.5007 0.2175
O -2.453518 -0.360823 1.045691 0.0761 -1.3481 0.4704
H -2.620749 -2.590813 2.165075 0.1033 -0.0336 -0.0304
H -1.315222 -3.138006 1.094290 0.0200 0.1435 0.0105
H -0.927074 -2.654279 2.743932 -0.0439 0.2497 -0.2409
O 8.273847 2.745480 1.590241 -0.1504 0.0278 -0.0456
C 7.205801 3.092341 1.311033 0.7037 -0.1163 0.7181
Co 5.693326 3.602658 0.601484 -0.5899 0.0767 0.0662
C 6.354999 4.832359 -0.468749 -0.3163 0.3746 0.1045
O 6.855937 5.565647 -1.216618 -0.3509 -0.6136 0.5791
C 5.212912 2.383202 -0.564223 -0.4130 -0.9767 -1.9990
O 4.984442 1.643201 -1.427700 0.3558 0.7427 1.0209
C 4.197192 4.627588 1.395145 0.1803 3.9378 -0.9822
C 3.015810 4.322728 0.679806 0.4680 2.0824 -1.7700
C 2.351901 4.843688 -0.382392 0.1810 -0.0464 0.6080
C 1.688184 4.122752 -1.458168 -1.2490 -0.3430 -0.6039
C 1.565600 4.749690 -2.732560 0.0282 -0.1925 0.2893
C 1.026549 4.084598 -3.830676 -0.0759 -0.5408 0.1569
C 0.565282 2.766952 -3.688792 -0.1336 0.1743 0.2341
C 0.562469 2.160706 -2.422936 0.3462 0.2044 0.0609
C 1.127920 2.822536 -1.322733 0.1438 0.3129 -0.2729
Co 3.440638 3.147512 1.966832 0.2573 -4.9492 1.3495
C 4.584122 2.478891 3.214039 0.6802 -0.0759 1.4048
O 5.257099 2.038728 4.043870 -0.8401 0.5484 -1.2624
C 3.213329 1.580367 1.090883 -0.8754 -3.2369 -0.7497
O 3.048270 0.532898 0.633784 0.5966 2.4755 0.7923
C 1.886554 3.292406 2.849205 -1.8980 1.0187 1.2148
O 0.876869 3.480898 3.392031 2.2770 -0.6088 -1.2491
H 4.410355 5.609589 1.816178 0.0022 -0.1679 0.1898
H 2.427654 5.933072 -0.517077 0.5446 -0.4051 -0.3706
H 1.923567 5.773988 -2.863153 -0.0007 -0.2553 0.1439
H 0.954086 4.563051 -4.815424 0.1409 -0.0610 0.4383
H 0.177640 2.229348 -4.557260 0.0284 0.1504 0.2621
H 0.124326 1.161114 -2.296251 0.2885 0.4779 0.0693
H 1.134750 2.349638 -0.336226 -0.1457 0.0535 -0.4261
```
Positions in Å, forces in eV/Å.

Mulliken atomic charge list, values in e, 4 entries: number 1, C, carries -0.81; number 2, C, carries 0.29; number 3, S, carries -0.46; number 4, O, carries -0.68



No. 4
Density functional theory data (wB97M-V/def2-TZVPD) for 2 unconnected molecules or ions with the total composition C17H10F4NO7 in a non-equilibrium geometry.

Results
- largest force on an atom (Eh/bohr) = 0.06541
- total charge = -1
- E (hartree) = -1634.61542
- E_LUMO (eV) = -0.2

Geometry as XYZ:
```
39
Properties=species:S:1:pos:R:3:forces:R:3
F -1.768936 -1.878634 3.520829 1.0832 -0.7229 -0.2908
C -0.643089 -2.569276 3.285243 -2.1885 -0.1834 0.4120
C -0.663118 -3.921531 3.368075 -1.1755 0.9462 -0.3387
F -1.829790 -4.583972 3.495498 0.8994 0.4387 0.1100
C 0.547591 -4.727630 3.256056 -0.0826 -2.6886 -0.2321
O 0.531525 -5.964096 3.175586 0.0600 2.3516 0.2881
C 1.789833 -3.955347 3.261273 1.4361 1.0448 -0.5018
F 2.950339 -4.643983 3.309103 -0.9303 0.4389 0.0794
C 1.793983 -2.611047 3.104657 1.6529 -0.7894 0.0368
F 2.956611 -1.929213 3.081980 -0.9612 -0.6267 -0.1160
C 0.571338 -1.800154 2.976403 0.4898 3.0169 -0.1250
O 0.628619 -0.589131 2.729913 0.1092 -3.1552 1.1599
C 0.883189 -1.706650 -5.023046 0.0623 -0.3015 -0.2208
C 0.675034 -0.554865 -4.081080 0.1717 -0.1666 -0.1542
O 0.208619 -1.082543 -2.837313 0.2271 0.2663 -0.6951
C 0.090474 -0.086261 -1.907603 -0.1152 0.4414 1.3400
C -0.347932 -0.595380 -0.631307 0.2110 0.7275 -0.5875
C -0.913298 0.185207 0.400654 -0.0502 -0.9556 -0.7578
O -1.487124 -0.341800 1.378879 -0.0445 0.8504 -0.2037
C -0.860320 1.700172 0.264836 -0.5788 0.2459 0.3885
C -1.520660 2.351958 -0.787642 -0.2800 0.1068 0.1231
C -1.519533 3.732433 -0.897795 0.3180 0.1356 0.3167
C -0.814811 4.480972 0.061689 0.1956 -1.5870 0.1627
N -0.611082 5.871643 -0.161342 0.1715 2.3029 -0.2540
O 0.109557 6.502053 0.644220 -1.1908 -0.8033 -1.3696
O -1.151843 6.399526 -1.160150 0.9557 -0.6754 1.7167
C -0.196237 3.853249 1.161940 -0.1672 0.2216 -0.5016
C -0.252114 2.468101 1.264397 -0.0417 -0.1234 -0.0731
O 0.344534 1.074099 -2.235647 -0.0541 -0.4562 0.0782
H 1.275827 -1.324700 -5.967051 -0.0160 -0.0410 -0.0720
H 1.607660 -2.423412 -4.625318 -0.1141 0.0447 0.0046
H -0.055481 -2.229731 -5.227345 0.0999 0.0061 0.0441
H 1.614873 -0.015666 -3.915566 -0.1919 -0.0215 -0.0503
H -0.042125 0.159494 -4.510338 0.1161 -0.1280 0.2802
H -0.365625 -1.669083 -0.517919 -0.2541 -0.0848 -0.0154
H -2.060017 1.775625 -1.538700 0.2657 0.0363 0.2402
H -2.007904 4.242498 -1.728183 0.1918 -0.1867 0.2953
H 0.340618 4.455110 1.891794 -0.1763 -0.1330 -0.2012
H 0.190807 1.951976 2.120321 -0.1041 0.2078 -0.3154
```
Positions in Å, forces in eV/Å.

Mulliken atomic charge list, values in e, 4 entries: number 1, F, carries -0.27; number 2, C, carries 0.42; number 3, C, carries 0.32; number 4, F, carries -0.28



No. 5
Density functional theory data (wB97M-V/def2-TZVPD) for C17H11N3O in the gas phase in a non-equilibrium geometry.

Results
- largest force on an atom (Eh/bohr) = 0.12004
- total charge = 0
- E (hartree) = -893.73996
- E_LUMO (eV) = -1.7

Geometry as XYZ:
```
32
Properties=species:S:1:pos:R:3:forces:R:3
N 4.059916 3.258207 0.881660 -2.3465 -2.8147 -1.8284
N 3.061769 0.460776 -2.341920 -0.7051 0.2947 0.7313
O 0.523783 -1.739998 1.198181 -0.9918 2.4077 -1.6724
C 3.318849 2.489753 0.346685 2.1349 3.5838 2.0968
C 2.633899 0.965397 -1.385025 1.0008 -0.5018 -0.7222
C 0.316973 -0.871202 0.283166 1.0543 -4.9803 1.3462
C 1.057081 1.492940 0.498739 1.4174 2.1096 0.5496
C 0.172068 0.477502 0.650764 0.2896 0.9220 -0.8505
C 0.500716 -2.553836 -3.638833 0.0949 -0.0388 -2.4782
C 1.227220 -3.041114 -2.633238 1.0540 -2.2243 3.5700
C -0.059811 -1.330717 -3.555569 -2.4677 2.0813 -0.0236
C -3.065817 1.424502 3.265212 0.0377 -0.9641 -0.6470
C 1.032367 -2.557815 -1.317595 0.2462 0.6963 -0.8421
C -0.201201 -0.795772 -2.276043 -0.7878 3.0101 1.8989
C -3.171848 1.550335 1.891689 5.8659 -1.8889 0.3547
C -1.944378 0.780574 3.733232 3.7269 -0.8034 -0.5047
C 0.277308 -1.385858 -1.082604 1.2576 -1.6008 -2.8395
C -2.037687 1.176871 1.025270 -3.9501 0.8153 2.3991
C -0.787647 0.524457 2.881473 -5.1399 -0.0482 0.0457
C 2.310793 1.693019 -0.213191 -2.1534 -1.3441 0.3037
N -0.940690 0.610233 1.531968 -0.2089 2.5600 1.2222
H 0.811275 2.361613 1.173793 0.4083 -0.7839 -0.5348
H 0.407755 -3.040787 -4.588414 0.5300 -0.3821 -0.4151
H 1.887997 -3.915627 -2.779864 -0.5910 0.4902 0.1420
H -0.501527 -0.887385 -4.511283 0.5392 -0.3309 1.8104
H -3.898779 1.718882 3.888391 0.1318 -0.0335 0.1861
H 1.525087 -2.956468 -0.456184 0.3627 -0.5053 0.0715
H -0.662920 0.218203 -2.001832 0.4439 -1.2683 -1.3095
H -3.951339 2.069814 1.575354 -3.2908 1.8985 -2.1934
H -1.740617 0.419847 4.741438 -0.5286 0.6277 0.0226
H -2.194721 1.377232 -0.016367 0.7534 -0.3132 -0.4088
H 0.034129 0.006424 3.230947 1.8119 -0.6707 0.5195
```
Positions in Å, forces in eV/Å.

Mulliken atomic charge list, values in e, 4 entries: number 1, N, carries -0.60; number 2, N, carries -0.54; number 3, O, carries -0.71; number 4, C, carries -0.01



No. 6
Density functional theory data (wB97M-V/def2-TZVPD) for 2 unconnected molecules or ions with the total composition C17H11N4O4 in a non-equilibrium geometry.

Results
- largest force on an atom (Eh/bohr) = 0.06305
- total charge = -1
- E (hartree) = -1174.21966
- E_LUMO (eV) = 0.8

Geometry as XYZ:
```
36
Properties=species:S:1:pos:R:3:forces:R:3
C -2.252337 -0.749189 3.133791 0.1128 -1.2350 -0.1200
C -3.186703 0.129738 2.545463 -2.4718 1.5360 -1.4295
N -3.975933 0.844738 2.033593 2.0634 -1.7152 1.3245
C -0.888527 -0.526223 2.778772 0.7903 0.5298 0.0764
C 0.058714 -1.587048 2.788430 -0.0842 0.4013 -0.0068
C 1.366654 -1.360752 2.412695 0.2735 0.1711 -0.0935
C 1.792666 -0.066006 2.050810 0.0425 -0.1242 0.1107
C 3.149146 0.193692 1.656828 2.3279 0.4246 -0.9256
N 4.241798 0.437723 1.295882 -2.5213 -0.6002 0.9170
C 0.890134 1.007301 2.085246 -0.3130 -0.1038 0.0302
C -0.434615 0.789458 2.448182 0.5843 -0.1939 -0.1047
H -2.550428 -1.792786 3.285890 0.0295 0.4649 -0.6384
H -0.260552 -2.590656 3.077198 0.0308 0.2856 -0.1365
H 2.082792 -2.184653 2.367870 -0.2189 0.2624 0.0871
H 1.254834 2.002079 1.796911 -0.2909 -0.4292 0.2171
H -1.111806 1.649319 2.468061 0.0592 -0.5081 -0.0161
O -0.043830 -5.467545 8.276181 0.5425 2.3836 -0.1934
N 0.276328 -4.253138 8.209983 1.5764 -1.7654 1.5764
O 1.297098 -3.792338 8.773234 -1.8575 -0.8389 -1.0320
C -0.551900 -3.356074 7.465815 -0.7961 1.0196 -0.8475
C -0.164274 -2.005130 7.334305 0.0512 -0.8574 0.2329
C -0.921330 -1.155259 6.556098 -1.0027 0.0934 -0.3841
C -2.146020 -1.598463 5.975241 1.3101 -1.3796 -0.2830
C -2.961778 -0.687058 5.191046 -0.3789 0.7486 -0.3235
C -4.322603 -0.906073 5.049242 -0.3101 -0.3686 0.4891
N -5.165054 0.204790 5.002777 -0.0670 1.8308 -0.0546
O -6.378583 0.118855 4.710430 1.4492 -0.3556 0.4727
O -4.620716 1.310049 5.300632 -1.1899 -1.0771 -0.4674
C -2.502677 -2.975376 6.102432 0.3380 0.7025 0.1322
C -1.712267 -3.846401 6.839688 0.2999 0.2197 0.2362
H 0.727204 -1.667690 7.856596 -0.1407 -0.0796 -0.2515
H -0.604724 -0.115654 6.395234 -0.2070 -0.5074 0.1470
H -2.551320 0.300814 5.008707 -0.5556 0.0142 1.1032
H -4.800321 -1.889546 5.049701 0.0601 0.6476 -0.0310
H -3.401038 -3.341080 5.595317 0.3872 0.1050 0.3219
H -1.969873 -4.896427 6.969079 0.0767 0.2986 -0.1357
```
Positions in Å, forces in eV/Å.

Mulliken atomic charge list, values in e, 4 entries: number 1, C, carries -1.01; number 2, C, carries 0.32; number 3, N, carries -0.65; number 4, C, carries 1.15